Record 1
{"formula": "C15H21NO4PdS4", "method": "ωB97M-V/def2-TZVPD", "elements": ["Pd", "C", "C", "S", "C", "C", "S", "C", "C", "S", "H", "H", "H", "H", "H", "H", "H", "H", "H", "H", "H", "H", "C", "C", "C", "C", "C", "C", "C", "S", "O", "O", "N", "C", "C", "O", "O", "H", "H", "H", "H", "H", "H", "H", "H", "H"], "positions_angstrom": [[-1.6870, -0.0532, 0.1441], [-1.3262, 0.5925, 3.1292], [-1.7593, -0.8659, 3.2913], [-1.7646, -1.8403, 1.7339], [-3.4088, -2.6010, 1.9121], [-4.6314, -1.6709, 1.9011], [-4.7647, -0.5952, 0.4403], [-4.8040, 1.0808, 1.1561], [-3.8143, 1.4763, 2.2487], [-2.0600, 1.4828, 1.7164], [-0.2589, 0.6419, 2.9058], [-1.5175, 1.1261, 4.0671], [-2.7657, -0.9073, 3.7135], [-1.0918, -1.3602, 4.0004], [-3.4528, -3.2099, 2.8228], [-3.4670, -3.2826, 1.0610], [-4.6442, -1.0414, 2.7906], [-5.5263, -2.2969, 1.9548], [-5.8164, 1.2741, 1.5253], [-4.6425, 1.7096, 0.2778], [-3.9223, 0.8224, 3.1164], [-4.0902, 2.4826, 2.5815], [6.6168, -0.1038, -3.4301], [5.3807, -0.0099, -2.5711], [4.8926, -1.1234, -1.8928], [3.7324, -1.0481, -1.1356], [3.0381, 0.1507, -1.0333], [3.5210, 1.2703, -1.6999], [4.6788, 1.1860, -2.4616], [1.4847, 0.2249, -0.1186], [1.6159, -0.8314, 0.8780], [1.4925, 1.5846, 0.4234], [0.3957, -0.1177, -1.1670], [0.1809, 0.8944, -2.1978], [-1.1917, 0.7721, -2.9012], [-1.2376, 1.2098, -4.0754], [-2.1448, 0.3033, -2.2330], [7.2309, -0.9588, -3.1410], [7.2278, 0.7977, -3.3465], [6.3569, -0.2255, -4.4855], [5.4322, -2.0641, -1.9593], [3.3458, -1.9083, -0.6038], [2.9839, 2.2045, -1.5997], [5.0454, 2.0669, -2.9810], [0.9496, 0.8509, -2.9811], [0.1875, 1.9108, -1.7762]], "atomic_forces_ev_per_a": [[0.079, -0.240, -0.433], [0.009, -0.081, -0.162], [-0.067, -0.032, -0.032], [-0.022, 0.038, 0.032], [-0.003, 0.101, -0.024], [0.031, 0.028, -0.056], [0.007, -0.074, 0.129], [-0.079, -0.013, -0.053], [0.065, -0.070, 0.007], [-0.060, 0.296, 0.398], [0.002, 0.009, 0.005], [-0.014, 0.019, 0.000], [0.002, -0.039, 0.028], [0.027, 0.024, -0.003], [-0.009, 0.000, 0.007], [-0.002, 0.002, -0.010], [0.013, -0.015, 0.013], [-0.018, 0.017, -0.011], [0.004, 0.024, -0.003], [0.008, 0.000, -0.001], [0.032, 0.013, 0.016], [-0.009, 0.003, -0.011], [-0.029, 0.002, 0.022], [0.018, -0.006, -0.021], [-0.002, -0.008, 0.005], [-0.024, 0.031, -0.008], [0.043, 0.003, 0.026], [0.012, -0.017, 0.014], [-0.002, 0.003, 0.004], [-0.159, -0.093, -0.006], [-0.024, 0.051, -0.086], [0.034, -0.063, -0.094], [0.244, 0.199, 0.324], [-0.086, -0.018, 0.001], [-0.048, -0.033, -0.033], [0.024, 0.017, -0.003], [-0.068, -0.076, 0.032], [0.009, 0.004, -0.005], [0.006, -0.003, -0.004], [0.006, -0.003, -0.003], [-0.002, -0.001, -0.002], [0.010, -0.008, -0.003], [-0.002, 0.002, -0.005], [-0.003, 0.004, 0.001], [-0.006, -0.004, 0.007], [0.054, 0.003, -0.002]], "multiplicity": 1, "total_charge": -2, "lumo_energy_ev": 4.5}

Record 2
{"formula": "C4H7NO4S", "method": "ωB97M-V/def2-TZVPD", "elements": ["C", "C", "C", "C", "N", "O", "O", "O", "O", "S", "H", "H", "H", "H", "H", "H", "H"], "positions_angstrom": [[-2.3383, -0.6546, -0.0608], [0.5752, -0.7178, 1.5096], [0.9319, 0.8760, -0.7914], [-1.2962, 0.4590, -0.0653], [-0.3976, 0.5070, -1.0981], [-3.3441, -0.4446, 0.5435], [-2.0401, -1.7536, -0.6285], [0.7256, -1.7568, -0.8487], [2.8045, -0.8567, 0.1854], [1.4023, -0.8172, 0.0853], [1.2171, -0.3217, 2.2793], [0.0384, -1.5228, 1.7262], [1.5247, 0.8020, -1.6344], [1.0623, 1.8049, -0.2605], [-1.6669, 1.3840, 0.3667], [-1.1241, -1.7614, -1.0796], [-0.2618, -0.3269, -1.7001]], "atomic_forces_ev_per_a": [[0.665, 2.669, 1.142], [1.277, 3.088, -1.220], [-0.635, -1.057, 1.155], [0.829, -0.958, -1.842], [-0.859, 0.165, 0.648], [-1.049, -0.048, 0.386], [1.743, -2.319, -2.327], [0.536, 0.503, 0.516], [2.456, 0.096, -0.159], [-2.192, 0.378, -0.574], [-0.168, 0.378, 0.193], [-2.497, -3.203, 0.896], [1.301, 0.263, -1.876], [0.041, -0.105, 0.570], [0.757, -0.141, 0.551], [-1.298, -0.262, 1.367], [-0.908, 0.553, 0.572]], "multiplicity": 1, "total_charge": 0, "lumo_energy_ev": [-1.6, -1.6]}

Record 3
{"formula": "C14H44O8", "method": "ωB97M-V/def2-TZVPD", "elements": ["C", "C", "O", "H", "H", "H", "H", "H", "H", "C", "C", "O", "H", "H", "H", "H", "H", "H", "C", "C", "O", "H", "H", "H", "H", "H", "H", "C", "C", "O", "H", "H", "H", "H", "H", "H", "C", "C", "O", "H", "H", "H", "H", "H", "H", "C", "C", "O", "H", "H", "H", "H", "H", "H", "C", "C", "O", "H", "H", "H", "H", "H", "H", "O", "H", "H"], "positions_angstrom": [[2.8144, 0.4641, 0.8560], [2.7004, -0.8608, 0.1436], [1.3302, -1.3399, 0.2871], [2.2417, 1.2346, 0.3313], [3.8442, 0.8272, 0.8791], [2.4315, 0.4366, 1.8767], [3.3622, -1.6244, 0.5598], [2.9140, -0.7384, -0.9212], [1.2072, -2.0677, -0.3528], [-1.8498, 0.1877, -3.2103], [-3.0823, 0.7031, -2.4888], [-2.7625, 1.7403, -1.5794], [-2.1146, -0.5875, -3.9313], [-1.1274, -0.1881, -2.4830], [-1.3548, 1.0095, -3.7298], [-3.6255, -0.1249, -2.0113], [-3.7842, 1.1419, -3.2037], [-2.2652, 1.3568, -0.8443], [2.4414, -4.0695, 3.4625], [1.1554, -3.6506, 2.7887], [0.9182, -2.2653, 2.9220], [2.4472, -3.7679, 4.5123], [3.3003, -3.5684, 3.0072], [2.5917, -5.1486, 3.3977], [0.3174, -4.2138, 3.2042], [1.2331, -3.9036, 1.7204], [1.1939, -1.8538, 2.0898], [-0.3704, 4.4420, 0.3404], [0.6314, 3.4474, 0.8991], [0.0343, 2.5275, 1.8107], [-1.2852, 3.9513, 0.0073], [0.0571, 5.0118, -0.4886], [-0.6375, 5.1678, 1.1103], [1.3563, 4.0058, 1.4975], [1.1912, 2.9161, 0.1238], [-0.4126, 1.8320, 1.3073], [-1.2842, -3.1641, -0.6838], [-0.3226, -3.9230, -1.5648], [0.8921, -3.1711, -1.7302], [-1.5659, -2.2263, -1.1717], [-0.8673, -2.9106, 0.2903], [-2.1984, -3.7489, -0.5851], [-0.7897, -4.1153, -2.5394], [-0.1044, -4.9236, -1.1710], [1.5809, -3.7510, -2.0665], [-3.2603, 1.9996, 1.9386], [-3.4275, 0.4765, 1.9649], [-2.2280, -0.1713, 2.4143], [-2.5199, 2.3193, 2.6791], [-4.1688, 2.5515, 2.1811], [-2.8884, 2.3268, 0.9700], [-3.6803, 0.1848, 0.9444], [-4.2617, 0.1658, 2.6000], [-2.0000, 0.2425, 3.2529], [1.1713, 1.9136, -2.2979], [2.6596, 2.1844, -2.2644], [3.2192, 2.3065, -3.5648], [1.0200, 1.0151, -2.9008], [0.5861, 2.7104, -2.7579], [0.7724, 1.7041, -1.3028], [3.1738, 1.3517, -1.7824], [2.9051, 3.0704, -1.6640], [2.8521, 3.0988, -3.9683], [-0.8959, 0.3046, 0.0526], [-1.3509, -0.0570, 0.8339], [-0.0610, -0.1947, 0.0029]], "atomic_forces_ev_per_a": [[-0.038, 0.439, -0.048], [-0.684, -0.153, 0.088], [0.711, 0.251, -0.130], [0.002, -0.247, 0.083], [0.039, -0.198, 0.022], [0.057, -0.193, 0.005], [0.124, 0.113, 0.009], [0.084, -0.084, 0.008], [-0.020, 0.039, -0.068], [0.066, 0.168, 0.118], [-0.082, 0.087, -0.262], [-0.324, 0.047, 0.175], [0.082, -0.054, 0.023], [-0.089, -0.198, -0.078], [-0.101, -0.011, -0.111], [0.134, 0.066, 0.168], [0.069, -0.008, 0.008], [0.319, -0.138, -0.257], [0.358, 0.160, 0.265], [0.255, -0.110, -0.382], [-0.043, -0.005, 0.134], [-0.130, -0.120, -0.003], [-0.050, -0.075, -0.100], [0.003, -0.007, 0.021], [-0.111, 0.130, 0.024], [-0.185, -0.097, 0.063], [-0.234, 0.108, -0.007], [0.007, 0.125, -0.043], [-0.005, 0.096, 0.602], [0.122, 0.108, -0.026], [0.055, -0.041, -0.157], [-0.019, -0.104, -0.060], [-0.099, -0.093, 0.043], [0.130, -0.113, -0.085], [-0.215, 0.211, 0.049], [0.091, 0.005, -0.197], [-0.066, 0.310, -0.417], [-0.104, -0.524, -0.246], [-0.170, -0.076, 0.140], [0.069, -0.014, 0.052], [-0.050, -0.219, 0.102], [0.036, -0.026, 0.240], [0.126, 0.273, -0.016], [0.121, 0.215, 0.259], [-0.014, 0.002, -0.061], [0.238, 0.068, 0.402], [-0.395, 0.774, 0.261], [-0.493, -0.094, -0.525], [-0.014, -0.080, -0.021], [-0.158, -0.191, -0.224], [-0.082, 0.121, 0.017], [0.341, -0.559, 0.087], [0.032, 0.057, 0.031], [0.240, -0.086, -0.015], [0.033, -0.581, -0.179], [0.060, 0.257, 0.232], [0.045, -0.003, -0.003], [-0.096, 0.021, 0.005], [0.070, 0.156, 0.107], [-0.053, 0.082, -0.204], [0.042, -0.022, -0.166], [-0.099, 0.024, -0.026], [0.004, -0.023, -0.048], [-0.193, 0.161, 0.057], [0.212, -0.054, 0.209], [0.042, -0.075, 0.054]], "multiplicity": 1, "total_charge": 0, "lumo_energy_ev": 0.3, "smiles": "CCO.CCO.CCO.CCO.CCO.CCO.CCO.O"}

Record 4
{"formula": "C5H10O", "method": "ωB97M-V/def2-TZVPD", "elements": ["C", "O", "C", "C", "C", "C", "H", "H", "H", "H", "H", "H", "H", "H", "H", "H"], "positions_angstrom": [[-1.2168, -2.0370, 0.2554], [-1.1385, -0.9996, 1.2087], [0.9135, 0.9042, -0.0942], [1.9033, 0.2898, 0.5312], [0.0809, 1.0357, -1.2945], [-0.1486, 1.9158, -0.0655], [-1.9262, -2.7835, 0.6257], [-1.5790, -1.6788, -0.7218], [-0.2498, -2.5358, 0.0976], [2.4676, -0.5072, 0.0519], [2.1969, 0.5740, 1.5392], [-0.2577, -0.6062, 1.1396], [0.5193, 1.4916, -2.1793], [-0.6609, 0.2672, -1.5016], [-1.0331, 1.7038, 0.5315], [0.1290, 2.9660, -0.1240]], "atomic_forces_ev_per_a": [[-0.076, -0.341, -0.226], [0.159, 0.083, 0.044], [0.125, -0.053, 0.059], [-0.089, 0.091, -0.083], [0.018, -0.118, -0.187], [-0.034, 0.134, 0.174], [0.095, 0.102, -0.074], [0.059, -0.037, 0.198], [-0.164, 0.098, 0.060], [-0.099, 0.118, 0.041], [-0.067, -0.024, -0.140], [-0.137, 0.002, 0.035], [-0.056, -0.049, 0.153], [0.142, 0.129, 0.048], [0.147, 0.042, -0.093], [-0.024, -0.178, -0.010]], "multiplicity": 1, "total_charge": 0, "lumo_energy_ev": 1.0, "smiles": "C=C1CC1.CO"}

The records above give, respectively, energy above the lowest of the compared OMol25 structures with the same formula, charge and spin values of 0.518 3.507 0.280 2.557 eV.
The records above give, respectively, electronic energy values of -2660.5072 -910.3820 -1161.6717 -271.6586 Eh.